one.
C3H9N2O3 | wB97M-V/def2-TZVPD

* Kohn-Sham gap: 11.61 eV
* charge: +1
* LUMO level: -0.11091 Eh
* molar mass: 121.1 g mol⁻¹
* HOMO level: -14.6 eV

XYZ file:
```
17
C3H9N2O3, DFT wB97M-V/def2-TZVPD
O -2.26038 0.18516 0.84766
C -1.77293 -0.89786 1.00322
C -1.15980 -1.64393 -0.15834
N -1.02746 -0.70148 -1.29966
H -1.75840 -1.42916 1.96910
H -0.17737 -2.06004 0.06300
H -1.81488 -2.46882 -0.44621
H -0.95444 -1.19611 -2.18848
H -1.81976 -0.04965 -1.33488
H -0.14985 -0.11263 -1.19211
N 2.49880 2.02295 0.23894
C 1.51453 1.13890 0.00662
O 1.00458 0.47692 1.07094
O 1.12060 0.85879 -1.11242
H 2.69270 2.38408 1.15803
H 2.81458 2.59220 -0.52970
H 1.24947 0.90069 1.90429
```



two.
C3H9N2O3 | wB97M-V/def2-TZVPD

* Kohn-Sham gap: 11.53 eV
* charge: +1
* LUMO level: -0.11464 Eh
* molar mass: 121.1 g mol⁻¹
* HOMO level: -14.7 eV

XYZ file:
```
17
C3H9N2O3, DFT wB97M-V/def2-TZVPD
O -0.51449 -0.43139 2.53386
C -0.12365 0.65750 2.21965
C 1.14706 0.78328 1.40268
N 1.39901 -0.57025 0.82961
H -0.59748 1.58173 2.57061
H 1.03415 1.49775 0.59464
H 1.99729 1.06622 2.02468
H 2.38951 -0.74606 0.65506
H 1.01158 -1.26078 1.48642
H 0.88089 -0.68730 -0.05525
N -1.88980 0.06176 -2.52394
C -0.94480 -0.06539 -1.55137
O -0.05646 -1.08966 -1.71921
O -0.82094 0.63124 -0.57713
H -2.61231 0.73299 -2.29425
H -2.24347 -0.77936 -2.95403
H -0.05609 -1.38226 -2.64204
```



one (0.193 eV below the next structure)



one.
C4H7ClN2 | wB97M-V/def2-TZVPD

* Kohn-Sham gap (alpha / beta): 6.29 / 7.21 eV
* LUMO level (alpha / beta): 0.02256 / -0.14062 Eh
* molar mass: 118.6 g mol⁻¹
* expectation value of S²: 2.008
* spin multiplicity: 3
* HOMO level (alpha / beta): -5.7 / -11.0 eV

XYZ file:
```
14
C4H7ClN2, DFT wB97M-V/def2-TZVPD
C 2.54948 -0.45510 -1.50151
C -0.82150 1.38151 -0.23970
C -1.32729 0.18180 0.57143
C -0.39883 -0.91656 0.75528
N 2.08733 0.39511 -2.08815
N 0.83416 -0.80243 0.80463
Cl -1.35878 -2.35858 1.42274
H -1.48583 2.16800 -0.08507
H -0.92166 1.17157 -1.33961
H 0.18398 1.69038 -0.00263
H -1.49422 0.66527 1.53738
H -2.25501 -0.11794 0.08490
H 1.34973 -1.71664 1.13877
H 3.05845 -1.28640 -1.05847
```



two.
C4H7ClN2 | wB97M-V/def2-TZVPD

* Kohn-Sham gap (alpha / beta): 6.07 / 7.04 eV
* LUMO level (alpha / beta): 0.02900 / -0.10087 Eh
* molar mass: 118.6 g mol⁻¹
* expectation value of S²: 2.018
* spin multiplicity: 3
* HOMO level (alpha / beta): -5.3 / -9.8 eV

XYZ file:
```
14
C4H7ClN2, DFT wB97M-V/def2-TZVPD
C 0.39801 1.61390 -0.51340
C -0.24590 0.50212 -0.27474
C 0.47817 -0.72282 0.28344
C -1.78005 0.43238 -0.48965
N 0.03624 -1.68518 -0.41197
N 1.56258 -0.73359 1.12143
Cl 0.52317 -3.29013 0.19859
H -0.20639 2.38707 -0.98430
H 1.44099 1.78450 -0.34965
H -1.91978 -0.32982 -1.39085
H -2.01871 1.49606 -0.62568
H -2.16471 0.13570 0.44836
H 1.99418 0.05459 1.59016
H 1.90218 -1.64478 1.39826
```



two (0.708 eV below the next structure)



one.
C5H8NO2 | wB97M-V/def2-TZVPD

* Kohn-Sham gap: 7.04 eV
* charge: -1
* LUMO level: 0.15174 Eh
* molar mass: 114.1 g mol⁻¹
* HOMO level: -2.9 eV

XYZ file:
```
16
C5H8NO2, DFT wB97M-V/def2-TZVPD
C 2.82110 0.36868 0.21477
C 1.39112 0.22580 0.59877
C 0.65332 -0.56282 -0.18424
O 0.91145 -1.55550 -0.81941
C -1.12111 -0.58044 0.43493
C -2.38023 -0.16396 -0.18712
N -3.64452 -0.40844 0.21545
O -4.71248 -0.01605 -0.34097
H 2.85872 1.07648 -0.60387
H 3.47580 0.74241 1.01414
H 3.27019 -0.61148 0.09462
H 1.09363 0.97047 1.21187
H -1.00396 0.04547 1.42301
H -1.17770 -1.64044 0.78933
H -2.39826 0.61067 -0.97490
H -3.82326 -1.13216 0.91427
```



two.
C5H8NO2 | wB97M-V/def2-TZVPD

* Kohn-Sham gap: 7.24 eV
* charge: -1
* LUMO level: 0.12928 Eh
* molar mass: 114.1 g mol⁻¹
* HOMO level: -3.7 eV

XYZ file:
```
16
C5H8NO2, DFT wB97M-V/def2-TZVPD
N 2.58820 0.35375 -2.84369
C 1.26903 0.05739 -2.39132
C 0.91310 0.15777 -1.10595
C -0.49625 0.23024 -0.56874
C -0.45565 0.64155 0.95338
C -1.26933 -0.31108 1.85276
O -1.93469 -1.22889 1.35622
O -1.14669 -0.03855 3.08277
H 3.23892 0.62678 -2.14101
H 2.88800 -0.28330 -3.55785
H 0.62008 -0.02619 -3.25643
H 1.75564 0.41471 -0.47336
H -1.03432 -0.71094 -0.60540
H -1.04261 1.02047 -1.08553
H -0.87349 1.64721 1.01232
H 0.54604 0.65443 1.36980
```



two (4.318 eV below the next structure)